1.
{
  "formula": "C40H44As2BrCl2FeN3O4",
  "method": "ωB97M-V/def2-TZVPD",
  "symbols": ["Fe", "C", "C", "As", "C", "C", "C", "C", "C", "C", "C", "C", "C", "C", "C", "C", "As", "C", "C", "C", "C", "C", "C", "C", "C", "C", "C", "C", "C", "H", "H", "H", "H", "H", "H", "H", "H", "H", "H", "H", "H", "H", "H", "H", "H", "H", "H", "H", "H", "H", "H", "H", "H", "C", "N", "C", "C", "C", "N", "C", "C", "H", "H", "H", "H", "H", "H", "H", "H", "H", "H", "H", "H", "H", "H", "H", "H", "Br", "C", "C", "N", "C", "C", "C", "C", "O", "O", "H", "H", "H", "Cl", "C", "Cl", "C", "O", "O", "H"],
  "coordinates": [[1.753, 0.004, 0.812], [-0.203, 0.899, -2.937], [-1.353, 1.908, -2.881], [-1.622, 2.741, -1.135], [-2.386, 4.464, -1.586], [-1.649, 5.308, -2.418], [-2.090, 6.596, -2.664], [-3.269, 7.050, -2.087], [-4.022, 6.201, -1.288], [-3.576, 4.918, -1.020], [-3.073, 1.819, -0.227], [-3.680, 0.679, -0.737], [-4.699, 0.066, -0.023], [-5.090, 0.568, 1.210], [-4.456, 1.684, 1.744], [-3.444, 2.302, 1.030], [-0.159, -0.505, -1.518], [1.471, -1.313, -2.215], [2.650, -0.581, -2.069], [3.855, -1.086, -2.524], [3.898, -2.334, -3.128], [2.737, -3.080, -3.253], [1.529, -2.575, -2.788], [-1.499, -1.749, -2.235], [-1.624, -1.984, -3.601], [-2.541, -2.912, -4.069], [-3.330, -3.623, -3.175], [-3.220, -3.385, -1.813], [-2.311, -2.447, -1.346], [0.747, 1.426, -2.826], [-0.201, 0.408, -3.910], [-2.295, 1.449, -3.182], [-1.152, 2.741, -3.555], [-0.722, 4.961, -2.853], [-1.503, 7.254, -3.291], [-3.594, 8.068, -2.254], [-4.953, 6.544, -0.857], [-4.168, 4.269, -0.390], [-3.393, 0.277, -1.700], [-5.190, -0.806, -0.435], [-5.887, 0.086, 1.759], [-4.750, 2.069, 2.711], [-2.947, 3.176, 1.436], [2.622, 0.410, -1.605], [4.767, -0.515, -2.409], [4.839, -2.731, -3.482], [2.771, -4.064, -3.701], [0.634, -3.178, -2.866], [-0.991, -1.459, -4.306], [-2.635, -3.086, -5.133], [-4.033, -4.358, -3.542], [-3.837, -3.932, -1.112], [-2.232, -2.255, -0.281], [-0.298, -1.081, 2.943], [0.802, -0.111, 2.919], [0.332, 1.222, 3.311], [1.900, -0.567, 3.779], [3.194, 0.187, 3.519], [3.664, -0.042, 2.148], [4.561, 1.032, 1.706], [4.361, -1.329, 2.030], [-0.752, -1.155, 3.939], [0.071, -2.062, 2.648], [-1.065, -0.782, 2.227], [0.148, 1.281, 4.390], [-0.594, 1.449, 2.784], [1.070, 1.974, 3.038], [2.062, -1.624, 3.561], [1.627, -0.479, 4.838], [3.942, -0.146, 4.249], [3.050, 1.259, 3.661], [4.048, 1.988, 1.751], [5.461, 1.080, 2.332], [4.864, 0.845, 0.676], [3.746, -2.141, 2.410], [4.570, -1.543, 0.984], [5.302, -1.312, 2.593], [1.404, -7.196, 4.005], [0.836, -5.975, 2.676], [-0.500, -5.929, 2.301], [-0.940, -5.102, 1.361], [-0.080, -4.270, 0.789], [1.265, -4.218, 1.136], [1.741, -5.108, 2.086], [2.176, -3.158, 0.557], [3.316, -3.422, 0.227], [1.605, -1.996, 0.505], [-1.238, -6.576, 2.759], [-0.476, -3.619, 0.018], [2.789, -5.125, 2.355], [0.276, 4.528, 2.190], [1.777, 4.425, 1.231], [3.156, 4.216, 2.301], [1.564, 3.236, 0.254], [0.978, 3.496, -0.807], [1.917, 2.103, 0.657], [1.880, 5.361, 0.695]],
  "forces_ev_per_a": [[0.3, -0.6, 0.7], [-0.1, 0.1, 0.3], [0.6, -0.4, 0.0], [-1.1, 0.2, -0.5], [0.4, 0.0, 0.3], [0.1, -0.1, 0.1], [0.0, 0.0, -0.1], [0.0, 0.0, 0.0], [0.0, 0.0, 0.0], [-0.1, -0.2, 0.1], [0.5, 0.0, 0.3], [0.0, 0.0, -0.2], [0.0, 0.0, 0.0], [0.0, 0.0, 0.0], [0.0, 0.0, 0.0], [0.1, 0.1, 0.0], [0.0, 0.1, -0.7], [0.1, 0.0, -0.1], [-0.2, 0.2, 0.0], [0.1, 0.0, 0.0], [0.0, -0.1, 0.0], [0.1, 0.0, 0.1], [-0.1, 0.0, 0.0], [0.1, 0.2, 0.3], [0.1, 0.1, 0.0], [0.0, 0.0, 0.0], [0.0, 0.0, 0.0], [0.0, -0.1, 0.0], [0.0, 0.1, 0.0], [0.0, 0.0, 0.0], [0.1, 0.0, 0.0], [-0.1, 0.1, 0.2], [-0.1, 0.0, 0.0], [0.1, 0.1, 0.0], [0.0, 0.0, 0.0], [0.0, 0.0, 0.0], [0.0, 0.0, 0.0], [0.0, 0.0, 0.0], [0.0, -0.1, 0.0], [0.0, 0.0, 0.0], [0.0, 0.0, 0.0], [0.0, 0.0, 0.0], [0.0, 0.0, 0.1], [0.1, 0.0, -0.1], [0.0, 0.0, 0.0], [0.0, 0.0, 0.0], [0.0, 0.0, 0.0], [0.0, 0.0, 0.0], [0.0, -0.1, 0.0], [0.0, 0.0, 0.0], [0.0, 0.0, 0.0], [0.0, 0.0, 0.0], [0.0, 0.0, 0.0], [-0.1, -0.1, 0.0], [0.1, 0.1, -0.7], [0.1, 0.0, 0.1], [0.2, 0.0, 0.0], [-0.1, 0.0, 0.1], [-0.4, 0.2, -0.6], [0.1, 0.1, 0.1], [0.1, 0.0, 0.0], [0.0, 0.1, 0.0], [0.0, 0.0, 0.0], [0.0, 0.0, 0.0], [-0.1, -0.1, 0.0], [0.0, 0.0, -0.1], [-0.1, 0.0, 0.1], [-0.1, 0.0, 0.1], [0.0, 0.0, 0.0], [0.1, 0.1, 0.0], [0.0, 0.0, 0.0], [0.1, -0.2, 0.0], [0.0, -0.1, 0.0], [0.0, 0.0, 0.0], [0.0, 0.0, 0.0], [0.0, 0.0, 0.0], [0.0, 0.1, 0.0], [-0.1, 0.1, -0.1], [0.0, 0.0, 0.1], [0.1, -0.1, 0.0], [-0.3, 0.0, -0.2], [0.1, 0.0, 0.2], [0.1, 0.2, -0.1], [0.0, -0.1, 0.0], [0.2, -0.3, 0.0], [-0.2, 0.0, 0.0], [-0.2, 1.2, 0.4], [0.1, 0.0, 0.1], [0.1, 0.0, 0.1], [0.0, 0.0, 0.0], [-0.2, 0.2, 0.0], [-0.1, -0.3, -0.2], [0.0, 0.2, 0.0], [-0.6, 0.2, -0.3], [-0.1, 0.1, 0.0], [0.1, -1.3, 0.4], [0.0, -0.1, 0.0]],
  "mulliken_charge": [-0.04, -1.22, -1.27, 1.18, 0.55, -0.43, -0.81, -0.45, -0.80, -0.18, 0.48, -0.49, -0.62, -0.68, -0.85, -0.45, 1.13, 0.27, 0.05, -0.86, -0.64, -0.85, -0.61, 0.82, -0.63, -0.69, -0.68, -1.12, -0.76, 0.55, 0.78, 0.51, 0.66, 0.37, 0.40, 0.40, 0.41, 0.38, 0.26, 0.48, 0.44, 0.46, 0.62, 0.18, 0.49, 0.40, 0.43, 0.36, 0.32, 0.43, 0.41, 0.53, 1.04, -0.83, 1.18, -0.65, -1.06, -0.91, 1.19, -0.78, -1.58, 0.41, 0.08, 0.04, 0.29, 0.11, 0.01, 0.24, 0.42, 0.43, 0.36, -0.10, 0.37, 0.18, 0.36, 0.36, 0.37, -0.17, -0.09, -0.32, -0.55, -0.23, 0.33, -0.95, 0.17, -0.67, 1.37, 0.40, 0.64, 0.60, -0.15, 0.10, -0.15, -0.39, -0.68, 0.16, 0.46],
  "lumo_ev": [-2.01, -5.59],
  "spin_multiplicity": 6,
  "max_force_ev_per_a": 1.38,
  "charge": 1,
  "energy_ha": -11245.3261
}

2.
{
  "formula": "C40H44Br2N4O8PSScTe",
  "method": "ωB97M-V/def2-TZVPD",
  "symbols": ["Sc", "Br", "C", "Br", "H", "H", "O", "C", "C", "O", "C", "C", "O", "C", "O", "O", "C", "C", "C", "C", "C", "C", "C", "C", "N", "C", "C", "C", "C", "N", "C", "C", "C", "C", "C", "C", "C", "C", "H", "H", "H", "H", "H", "H", "H", "H", "H", "H", "H", "H", "H", "H", "H", "H", "H", "H", "H", "H", "H", "H", "H", "H", "C", "C", "O", "P", "O", "Te", "O", "C", "C", "H", "H", "H", "H", "H", "H", "H", "H", "H", "H", "S", "C", "C", "C", "N", "C", "C", "C", "C", "C", "N", "C", "C", "H", "H", "H", "H", "H", "H", "H", "H"],
  "coordinates": [[-0.996, -0.173, 0.456], [-1.773, -3.950, 2.854], [-0.982, -4.888, 1.381], [0.684, -4.089, 0.830], [-1.690, -4.849, 0.550], [-0.772, -5.901, 1.711], [-5.559, -3.401, -1.915], [-4.723, -2.750, -1.333], [-4.646, -1.236, -1.269], [-5.480, -0.445, -1.665], [-3.358, -0.962, -0.624], [-2.744, -2.153, -0.187], [-1.610, -2.086, 0.452], [-3.542, -3.301, -0.570], [-3.338, -4.492, -0.345], [-2.762, 0.163, -0.428], [2.694, 1.290, 0.846], [2.943, -0.013, 1.536], [4.207, -0.580, 1.458], [4.497, -1.755, 2.123], [3.523, -2.341, 2.906], [2.244, -1.805, 3.018], [1.265, -2.481, 3.932], [1.933, -0.647, 2.283], [0.601, -0.144, 2.257], [0.127, 0.449, 3.313], [0.980, 0.798, 4.497], [-1.284, 0.844, 3.347], [-1.801, 1.501, 4.594], [-2.035, 0.594, 2.318], [-3.378, 1.080, 2.319], [-4.462, 0.257, 2.651], [-4.274, -1.201, 2.941], [-5.735, 0.816, 2.691], [-5.945, 2.152, 2.413], [-4.874, 2.950, 2.057], [-3.591, 2.430, 1.996], [-2.445, 3.283, 1.551], [3.452, 1.467, 0.085], [2.740, 2.115, 1.559], [1.711, 1.299, 0.380], [4.964, -0.083, 0.871], [5.479, -2.194, 2.049], [3.754, -3.241, 3.453], [1.284, -3.558, 3.777], [0.250, -2.120, 3.787], [1.546, -2.302, 4.971], [1.983, 0.405, 4.366], [0.563, 0.396, 5.416], [1.041, 1.881, 4.596], [-1.634, 0.860, 5.457], [-2.866, 1.694, 4.507], [-1.294, 2.446, 4.775], [-3.421, -1.386, 3.591], [-4.095, -1.742, 2.011], [-5.165, -1.617, 3.404], [-6.575, 0.191, 2.951], [-6.939, 2.569, 2.458], [-5.029, 3.993, 1.825], [-2.804, 4.243, 1.189], [-1.915, 2.777, 0.741], [-1.734, 3.459, 2.359], [-3.017, 2.059, -2.996], [-1.572, 2.430, -3.269], [-1.016, 3.174, -2.186], [0.127, 2.607, -1.203], [-0.351, 1.430, -0.385], [0.904, 4.434, 0.009], [1.178, 1.881, -2.226], [1.969, 2.694, -3.075], [3.376, 2.127, -3.186], [-3.431, 1.527, -3.850], [-3.607, 2.955, -2.829], [-3.084, 1.438, -2.106], [-1.498, 3.081, -4.150], [-0.963, 1.534, -3.439], [2.006, 3.712, -2.661], [1.497, 2.744, -4.064], [3.848, 2.098, -2.207], [3.969, 2.758, -3.844], [3.356, 1.118, -3.591], [2.910, -2.322, -4.858], [2.003, -1.830, -3.407], [0.670, -1.463, -3.563], [-0.063, -1.103, -2.448], [0.441, -1.093, -1.211], [1.712, -1.469, -1.069], [2.525, -1.845, -2.122], [4.330, -1.223, -4.809], [5.288, -1.240, -3.809], [6.311, -0.303, -3.883], [6.433, 0.568, -4.865], [5.544, 0.540, -5.840], [4.465, -0.328, -5.861], [0.214, -1.462, -4.539], [-1.102, -0.806, -2.561], [2.108, -1.488, -0.063], [3.535, -2.154, -1.919], [5.271, -1.964, -3.011], [7.073, -0.259, -3.116], [5.698, 1.251, -6.638], [3.752, -0.320, -6.668]],
  "forces_ev_per_a": [[1.0, -0.8, 0.4], [-0.3, -0.2, 0.3], [0.1, -0.2, -0.1], [0.2, -0.3, 0.0], [0.2, 0.0, 0.3], [0.0, 0.1, 0.0], [0.5, 0.4, 0.4], [-0.9, -0.5, -0.6], [-0.5, 0.8, -0.2], [0.5, -0.5, 0.2], [0.0, -1.4, 0.1], [-0.6, 0.8, -0.4], [-0.5, -0.4, -0.2], [0.4, -1.2, 0.4], [-0.3, 0.9, -0.3], [-0.3, 0.3, -0.1], [-0.1, -0.2, 0.1], [-0.2, 0.2, 0.0], [-0.1, -0.1, 0.1], [0.0, 0.0, 0.0], [0.0, 0.0, 0.0], [-0.2, 0.1, -0.1], [0.1, 0.1, 0.0], [1.1, -0.4, 0.0], [-1.1, 0.7, 1.0], [1.9, -0.8, -0.9], [0.1, -0.2, -0.1], [-2.0, 0.2, -0.7], [-0.2, 0.0, -0.2], [1.2, 0.2, 1.1], [-1.1, 0.5, 0.1], [0.4, 0.0, 0.0], [0.0, 0.0, -0.1], [0.0, 0.1, 0.0], [0.0, 0.0, 0.0], [0.0, -0.1, 0.1], [0.2, -0.2, 0.0], [-0.1, -0.2, 0.0], [-0.1, 0.1, 0.0], [-0.1, 0.1, -0.1], [0.2, 0.1, 0.1], [0.1, 0.1, -0.1], [0.1, -0.1, 0.0], [0.0, -0.2, 0.1], [-0.1, 0.0, 0.0], [0.0, -0.2, 0.0], [0.0, 0.1, 0.1], [0.0, 0.1, 0.0], [-0.1, 0.0, 0.1], [-0.1, 0.1, 0.0], [0.1, -0.1, 0.1], [0.0, 0.0, 0.0], [0.1, 0.1, 0.0], [0.1, 0.0, 0.1], [0.1, -0.1, 0.0], [0.0, 0.0, 0.0], [-0.1, -0.1, 0.0], [-0.1, 0.0, 0.0], [0.0, 0.1, -0.1], [0.1, 0.0, 0.0], [0.0, 0.3, 0.1], [0.1, 0.1, 0.0], [0.3, 0.1, 0.1], [-0.2, -0.3, -0.5], [0.5, -0.1, 0.8], [0.4, 1.2, -1.5], [-0.1, 0.4, -0.2], [0.1, 0.1, 0.0], [-0.7, 0.0, 0.9], [0.5, 0.6, -0.4], [-0.4, 0.0, 0.1], [-0.1, -0.1, -0.1], [-0.1, 0.1, 0.0], [-0.1, 0.0, -0.1], [0.1, -0.2, 0.1], [-0.1, 0.1, -0.1], [0.0, -0.1, -0.1], [0.0, 0.0, 0.1], [0.1, 0.0, 0.1], [0.1, 0.0, -0.1], [0.0, -0.1, 0.0], [0.2, 0.0, 0.1], [-0.1, 0.1, -0.1], [0.1, -0.1, 0.1], [-0.1, 0.0, 0.0], [0.1, 0.1, -0.1], [0.1, -0.1, 0.0], [-0.2, 0.1, 0.0], [-0.4, -0.2, -0.1], [0.1, 0.1, -0.1], [-0.1, -0.3, 0.3], [0.5, 0.4, 0.0], [-0.2, -0.1, -0.2], [0.1, -0.1, 0.1], [-0.1, 0.1, -0.1], [0.0, 0.0, 0.1], [-0.1, 0.0, 0.0], [0.1, 0.0, 0.0], [0.0, 0.0, 0.1], [0.0, -0.1, 0.1], [-0.1, 0.1, -0.1], [-0.1, 0.1, -0.1]],
  "mulliken_charge": [-0.91, -0.10, -0.27, -0.03, 0.13, 0.47, -0.58, 0.14, -0.28, -0.64, 0.60, 0.07, 0.59, 0.33, -0.79, 0.05, -0.43, -0.06, -0.44, -1.18, -0.93, 1.44, -1.53, -0.42, 2.05, 0.76, -2.32, 0.51, -2.03, 2.24, -0.99, 0.91, -0.89, -1.23, -0.96, -0.99, 1.22, -0.91, 0.16, 0.45, -0.58, 0.52, 0.43, 0.52, 0.57, -0.18, 0.37, 0.47, 0.46, 0.46, 0.47, 0.46, 0.41, 0.12, 0.08, 0.49, 0.49, 0.42, 0.48, 0.51, -0.13, 0.19, -0.84, 0.20, -0.49, -0.12, -0.02, -0.40, 0.38, -0.48, -0.80, 0.39, 0.39, -0.22, 0.45, -0.10, 0.45, 0.18, 0.15, 0.53, 0.01, -0.27, 0.19, -1.07, -0.83, 1.70, -1.30, -0.91, 0.34, 0.02, -0.61, -0.59, -0.46, -0.15, 0.55, 0.52, 0.92, 0.41, 0.51, 0.39, 0.38, 0.42],
  "lumo_ev": -1.84,
  "max_force_ev_per_a": 2.26,
  "energy_ha": -9288.1781
}